# 1
The molecule C12H16N2. Source: the Open Molecules 2025 dataset; level of theory: ωB97M-V/def2-TZVPD.

Geometry as XYZ:
```
30
Properties=species:S:1:pos:R:3:nbo_charge:R:1
C -3.5249 1.5335 -0.6762 -0.43
N -2.4661 0.5562 -0.4009 -0.44
C -3.0308 -0.6283 0.1876 -0.20
C -1.9646 -1.6933 0.5026 -0.43
C -0.7069 -1.1983 -0.1783 -0.03
N 0.6097 -1.7043 -0.1438 -0.59
C 1.6261 -0.7934 -0.2192 0.15
C 3.0253 -0.9867 -0.4761 -0.28
C 3.8315 0.1221 -0.1163 -0.18
C 3.3418 1.4454 0.1216 -0.29
C 1.9855 1.5591 0.2527 -0.21
C 1.1984 0.4292 0.2144 -0.02
C -0.2809 0.0903 0.6012 -0.22
C -1.4128 1.1070 0.4472 -0.24
H -4.1056 1.2855 -1.6090 0.21
H -3.1031 2.4908 -1.1258 0.20
H -4.0697 1.8037 0.2023 0.17
H -3.6079 -0.2237 0.9983 0.17
H -3.6570 -1.1351 -0.5242 0.19
H -2.4856 -2.4920 0.1614 0.21
H -1.7103 -2.0271 1.4240 0.21
H -0.9721 -1.0558 -1.2106 0.19
H 0.8070 -2.6231 -0.5491 0.38
H 3.5636 -1.8191 -0.9653 0.22
H 4.9822 -0.0685 -0.2605 0.20
H 4.1630 2.1750 0.0894 0.23
H 1.5242 2.6070 0.3281 0.21
H -0.0454 -0.3345 1.5874 0.21
H -1.7464 1.5366 1.3604 0.17
H -1.0685 1.9992 -0.0604 0.20
```

Properties
Kohn-Sham gap	8.47	eV
total charge	0
M	188.274	Da
SMILES string	CN1CC[C@@H]2Nc3ccccc3[C@H]2C1
maximum force	5.2	eV/Å
relative energy (zero: lowest compared OMol25 entry of this formula, charge and spin)	3.324	eV

# 2
A cluster of 2 separate species, C12H16N2 in total. Source: the Open Molecules 2025 dataset; level of theory: ωB97M-V/def2-TZVPD.

Geometry as XYZ:
```
30
Properties=species:S:1:pos:R:3:nbo_charge:R:1
C -2.4775 0.4525 1.9265 -0.59
C -2.5360 0.9181 0.5212 -0.44
C -2.6054 -0.2596 -0.4582 0.12
C -3.1078 -0.3121 -1.7449 -0.15
N -3.0169 -1.7416 -2.0643 -0.52
C -2.4402 -2.4069 -1.0358 0.18
N -2.1803 -1.5431 -0.0164 -0.50
H -3.0432 1.3493 2.5232 0.19
H -1.4944 0.1399 2.3608 0.22
H -3.1996 -0.2322 2.0243 0.21
H -3.3303 1.6719 0.3076 0.22
H -1.5635 1.4199 0.2308 0.22
H -3.4192 0.5283 -2.3021 0.23
H -3.1578 -2.2064 -2.9368 0.41
H -2.4750 -3.4486 -0.9404 0.20
C 4.4028 0.5118 1.4156 -0.64
C 3.0976 0.4906 0.5657 -0.01
C 2.0168 -0.2599 1.0800 -0.23
C 0.9040 -0.3070 0.1783 -0.20
C 1.0376 0.2069 -1.1297 -0.25
C 2.1795 0.7823 -1.6305 -0.19
C 3.2247 1.0090 -0.7658 -0.24
H 4.4736 -0.1654 2.2525 0.21
H 4.6957 1.5011 1.8461 0.21
H 5.3186 0.3933 0.8008 0.21
H 2.1768 -0.6438 2.1346 0.23
H -0.0440 -0.5246 0.6591 0.24
H 0.1293 0.1808 -1.7870 0.22
H 2.3527 0.9934 -2.7621 0.21
H 4.0816 1.5018 -1.2529 0.22
```

Properties
Kohn-Sham gap	9.48	eV
total charge	0
M	188.274	Da
SMILES string	CCc1c[nH]cn1.Cc1ccccc1
maximum force	5.2	eV/Å
relative energy (zero: lowest compared OMol25 entry of this formula, charge and spin)	2.529	eV

# 3
The molecule C12H16N2O. Source: the Open Molecules 2025 dataset; level of theory: ωB97M-V/def2-TZVPD.

Geometry as XYZ:
```
31
Properties=species:S:1:pos:R:3:nbo_charge:R:1
C -1.4994 -0.7870 -0.2551 -0.47
C -1.1389 0.5637 -0.2967 0.07
C -2.8829 -0.8282 0.2118 0.63
C 0.4544 -2.6622 -0.0373 -0.32
C -0.5575 -1.7770 -0.6673 -0.03
C 1.2643 -0.0187 -0.8387 0.33
C 0.9113 -1.2670 -0.3856 -0.19
C 1.6217 -0.2561 0.5930 -0.01
C 1.4128 0.5903 -2.2043 -0.66
C 0.8733 0.4405 1.7673 -0.62
C 3.0662 -0.5302 0.9434 -0.59
C -2.0595 2.7598 -0.1530 -0.40
N -3.2813 0.5156 0.1715 -0.46
N -2.1798 1.2896 0.0279 -0.28
O -3.5963 -1.7963 0.4702 -0.66
H 0.4196 -2.7471 0.9645 0.23
H 0.8694 -3.3819 -0.7213 0.24
H -0.4760 -2.1565 -1.7640 0.19
H 0.7297 1.4802 -2.4021 0.25
H 1.2970 -0.1357 -2.8877 0.22
H 2.5357 0.9393 -2.3656 0.22
H 0.4118 -0.3185 2.2824 0.21
H 0.1012 1.1940 1.4947 0.25
H 1.7293 0.8120 2.4612 0.20
H 3.4496 -1.1824 0.0957 0.21
H 3.0362 -0.9998 1.8185 0.21
H 3.5421 0.3613 1.0971 0.21
H -1.9670 3.1454 0.9086 0.19
H -1.1073 3.0176 -0.7469 0.24
H -3.0280 3.0143 -0.4979 0.21
H -3.9519 0.7210 0.9155 0.39
```

Properties
Kohn-Sham gap	7.06	eV
total charge	0
M	204.273	Da
maximum force	5.5	eV/Å
relative energy (zero: lowest compared OMol25 entry of this formula, charge and spin)	10.357	eV